No. 1
{"formula": "C47H50FGe2N3O9PbSe", "method": "ωB97M-V with the def2-TZVPD basis set", "homo_lumo_gap_ev": 7.435, "multiplicity": 1, "lumo_energy_ev": -0.44, "charge": 0, "de_lowest_kj_mol": 26.6, "elements": ["Pb", "C", "O", "C", "C", "C", "C", "C", "C", "N", "N", "C", "C", "O", "C", "C", "C", "C", "C", "C", "C", "C", "H", "H", "H", "H", "H", "H", "H", "H", "H", "H", "H", "H", "H", "C", "C", "C", "C", "C", "C", "C", "F", "C", "C", "C", "O", "C", "C", "N", "C", "C", "O", "O", "H", "H", "H", "H", "H", "H", "H", "H", "H", "H", "H", "C", "C", "Ge", "C", "C", "C", "C", "Ge", "C", "C", "C", "C", "C", "C", "C", "C", "C", "C", "H", "H", "H", "H", "H", "H", "H", "H", "H", "H", "H", "H", "H", "H", "H", "H", "H", "H", "H", "H", "H", "H", "H", "H", "H", "H", "O", "Se", "O", "O", "O"], "coordinates": [[0.0812, -1.8666, -0.4211], [-3.6630, 1.0091, 0.6754], [-2.7509, 0.0401, 1.1803], [-3.2676, -1.0372, 1.8124], [-4.6200, -1.2526, 2.0368], [-5.0268, -2.3777, 2.7403], [-4.1046, -3.2869, 3.2375], [-2.7533, -3.0676, 3.0246], [-2.3400, -1.9552, 2.3132], [-0.9705, -1.7142, 2.0061], [-0.1655, -1.9346, 2.9161], [1.1736, -1.6551, 2.5585], [1.5191, -0.5330, 1.8164], [0.5507, 0.2752, 1.3482], [2.8927, -0.2530, 1.6081], [3.8570, -1.0784, 2.0952], [3.5338, -2.2314, 2.8534], [4.5320, -3.1029, 3.3431], [4.1936, -4.2021, 4.0780], [2.8366, -4.4720, 4.3504], [1.8494, -3.6544, 3.8755], [2.1769, -2.5110, 3.1091], [-4.1460, 1.5429, 1.4997], [-3.0593, 1.7016, 0.0930], [-4.4047, 0.5473, 0.0237], [-5.3555, -0.5595, 1.6546], [-6.0855, -2.5436, 2.8949], [-4.4348, -4.1651, 3.7757], [-2.0051, -3.7629, 3.3835], [3.1646, 0.6110, 1.0179], [4.8999, -0.8646, 1.8907], [5.5683, -2.8880, 3.1112], [4.9602, -4.8717, 4.4459], [2.5734, -5.3447, 4.9350], [0.8110, -3.8736, 4.0812], [6.1780, -1.7462, -5.0410], [6.5895, -1.0592, -3.7438], [7.4058, 0.2063, -3.9591], [6.5821, 1.2563, -4.6924], [5.2366, 1.4447, -4.0373], [4.5122, 2.5979, -4.2359], [3.2802, 2.7674, -3.6111], [2.6039, 3.9084, -3.8431], [2.7492, 1.8266, -2.7798], [3.4674, 0.6438, -2.5533], [2.8963, -0.3756, -1.6586], [1.7675, -0.1473, -1.1518], [3.6994, -1.5309, -1.4334], [4.8919, -1.6310, -2.1002], [5.3904, -0.7262, -2.9514], [4.6993, 0.4522, -3.1891], [3.3969, -2.7112, -0.5069], [4.3615, -3.3893, -0.1668], [2.1764, -2.9197, -0.1939], [7.0553, -1.9451, -5.6587], [5.4846, -1.1276, -5.6130], [5.6840, -2.6947, -4.8296], [7.1620, -1.7573, -3.1339], [8.3061, -0.0417, -4.5218], [7.7210, 0.5936, -2.9874], [6.4437, 0.9643, -5.7371], [7.1105, 2.2099, -4.7063], [4.8969, 3.3870, -4.8710], [1.7869, 1.9711, -2.3083], [5.4943, -2.5143, -1.9244], [-1.4590, 3.9752, 1.8719], [-0.7038, 2.6801, 2.1716], [0.4708, 1.9994, 0.7659], [2.2520, 2.8157, 0.8450], [2.2542, 4.3114, 0.5142], [-0.2606, 2.6496, -0.9159], [-0.8461, 2.4535, -2.1019], [-1.3949, 0.8191, -3.0520], [-3.1240, 1.0171, -3.9389], [-3.4318, 2.2513, -4.7870], [0.0130, -0.0950, -4.0423], [0.6472, 0.6083, -5.2395], [-1.1552, 3.6794, -2.9020], [-1.9304, 4.7068, -2.3646], [-2.2101, 5.8443, -3.1071], [-1.7113, 5.9769, -4.3964], [-0.9343, 4.9627, -4.9380], [-0.6680, 3.8200, -4.1989], [-2.0956, 4.2595, 2.7119], [-2.1030, 3.8661, 0.9972], [-0.7850, 4.8128, 1.6774], [-1.4002, 1.8680, 2.3866], [-0.0768, 2.7965, 3.0603], [2.9277, 2.2905, 0.1656], [2.6223, 2.6530, 1.8602], [2.0291, 4.4916, -0.5389], [3.2342, 4.7470, 0.7158], [1.5257, 4.8666, 1.1098], [-0.1096, 3.7203, -0.7100], [-3.8547, 0.9141, -3.1320], [-3.2225, 0.1092, -4.5360], [-3.4228, 3.1725, -4.2044], [-4.4250, 2.1481, -5.2286], [-2.7212, 2.3771, -5.6068], [-0.4758, -1.0226, -4.3480], [0.7738, -0.3536, -3.3012], [-0.0959, 0.8758, -5.9940], [1.3764, -0.0466, -5.7209], [1.1801, 1.5182, -4.9501], [-2.3326, 4.6000, -1.3636], [-2.8234, 6.6276, -2.6790], [-1.9293, 6.8647, -4.9760], [-0.5368, 5.0583, -5.9406], [-0.0612, 3.0317, -4.6355], [-4.3136, -1.2112, -1.5843], [-2.8414, -1.7320, -1.9491], [-2.5583, -2.1106, -3.4886], [-1.7264, -0.3660, -1.6598], [-2.2213, -2.8058, -0.8802]]}

***

No. 2
{"formula": "C47H52BiClN8O7PS8", "method": "ωB97M-V with the def2-TZVPD basis set", "homo_lumo_gap_ev": 6.549, "multiplicity": 1, "lumo_energy_ev": 1.70, "charge": -1, "de_lowest_kj_mol": 121.6, "elements": ["Bi", "C", "C", "N", "N", "C", "N", "S", "C", "C", "C", "C", "C", "N", "H", "H", "H", "H", "H", "H", "H", "H", "H", "O", "S", "O", "O", "C", "C", "C", "C", "C", "C", "P", "C", "C", "C", "C", "C", "C", "C", "C", "C", "C", "C", "C", "H", "H", "H", "H", "H", "H", "H", "H", "H", "H", "H", "H", "H", "H", "C", "N", "C", "C", "O", "N", "C", "C", "H", "H", "H", "H", "H", "H", "H", "H", "H", "H", "H", "H", "C", "C", "C", "C", "Cl", "C", "C", "C", "O", "C", "C", "O", "O", "H", "H", "H", "H", "H", "H", "H", "H", "S", "C", "N", "C", "C", "N", "H", "H", "H", "H", "H", "H", "C", "S", "C", "C", "S", "S", "C", "S", "S", "H", "H", "H"], "coordinates": [[0.8594, 0.8856, 1.0638], [-2.9677, 1.9500, 3.5274], [-1.7234, 1.9529, 2.7047], [-0.8131, 1.0714, 2.7819], [-0.7142, 0.1799, 3.8283], [0.5392, 0.1805, 4.2078], [0.8962, -0.5959, 5.2557], [1.7793, 1.2922, 3.5689], [-1.3527, 3.1468, 1.8794], [-2.2148, 4.2091, 1.7057], [-1.7130, 5.4022, 1.2109], [-0.3648, 5.5075, 0.9339], [0.4312, 4.3799, 1.0830], [-0.0528, 3.2221, 1.5264], [-3.8223, 1.8732, 2.8470], [-3.0551, 2.8695, 4.1122], [-2.9655, 1.0919, 4.1969], [0.2807, -1.3526, 5.5019], [1.8784, -0.7010, 5.4355], [-3.2676, 4.0891, 1.9270], [-2.3760, 6.2440, 1.0480], [0.0735, 6.4325, 0.5818], [1.4875, 4.4134, 0.8784], [3.8136, 3.9903, 0.4779], [3.4549, 3.2440, -0.7128], [4.5716, 2.7892, -1.5275], [2.4887, 2.1615, -0.4397], [2.6192, 4.4184, -1.7676], [3.3497, 5.5979, -1.9340], [2.8740, 6.5993, -2.7601], [1.6551, 6.4170, -3.4081], [0.9380, 5.2415, -3.2300], [1.4124, 4.2021, -2.4190], [0.5219, 2.5738, -2.1882], [-1.0869, 2.9630, -3.0135], [-1.4476, 2.7362, -4.3397], [-2.6979, 3.1241, -4.8097], [-3.6088, 3.7488, -3.9674], [-3.2720, 3.9648, -2.6368], [-2.0286, 3.5633, -2.1666], [1.3644, 1.5134, -3.4580], [2.5986, 1.7784, -4.0455], [3.1438, 0.8989, -4.9788], [2.4681, -0.2566, -5.3375], [1.2489, -0.5483, -4.7353], [0.7155, 0.3208, -3.7982], [4.2867, 5.7086, -1.4029], [3.4445, 7.5104, -2.8979], [1.2661, 7.1847, -4.0698], [0.0001, 5.1207, -3.7505], [-0.7583, 2.2569, -5.0205], [-2.9587, 2.9328, -5.8453], [-4.5781, 4.0519, -4.3424], [-3.9807, 4.4292, -1.9611], [-1.7815, 3.6845, -1.1069], [3.1617, 2.6654, -3.7842], [4.1015, 1.1316, -5.4298], [2.8902, -0.9314, -6.0733], [0.7171, -1.4562, -4.9947], [-0.2162, 0.0664, -3.2975], [-1.1645, -5.9933, 2.6023], [-1.1952, -4.5451, 2.5112], [-1.1462, -3.8340, 3.7802], [-1.0182, -3.8477, 1.3459], [-0.8429, -2.6400, 1.3459], [-1.0278, -4.6287, 0.1772], [-2.3350, -5.1702, -0.1830], [-0.3291, -4.0217, -0.9468], [-0.4717, -6.2876, 3.3949], [-0.8182, -6.4173, 1.6655], [-2.1502, -6.4042, 2.8455], [-2.0511, -4.0168, 4.3630], [-1.0500, -2.7690, 3.5893], [-0.2791, -4.1756, 4.3548], [-2.8535, -5.5561, 0.6952], [-2.2067, -5.9859, -0.8978], [-2.9681, -4.4017, -0.6466], [0.5575, -3.5024, -0.5942], [-0.9505, -3.2945, -1.4832], [-0.0304, -4.8114, -1.6407], [-6.1825, -2.6646, -0.7498], [-5.6945, -2.1235, 0.5690], [-6.4172, -2.3139, 1.7396], [-5.9422, -1.8216, 2.9444], [-6.8781, -2.0624, 4.4087], [-4.7310, -1.1606, 3.0054], [-3.9981, -0.9676, 1.8425], [-4.4847, -1.4225, 0.6244], [-3.8808, -1.2540, -0.5780], [-2.5977, -0.6422, -0.6990], [-2.4940, 0.7786, -0.1680], [-3.5124, 1.4165, 0.1031], [-1.2979, 1.2294, -0.1087], [-7.2184, -2.9975, -0.6726], [-5.5699, -3.5135, -1.0707], [-6.1054, -1.9082, -1.5327], [-7.3631, -2.8437, 1.7095], [-4.3351, -0.8152, 3.9540], [-3.0351, -0.4780, 1.9071], [-2.4288, -0.5925, -1.7722], [-1.8222, -1.2551, -0.2450], [1.8181, -0.9262, -1.4473], [3.4770, -0.9028, -1.1589], [4.3808, -0.0437, -1.6520], [5.7240, -0.2709, -1.0998], [5.5009, -1.4440, -0.1223], [4.1197, -1.8341, -0.4246], [4.1155, 0.8910, -1.9181], [6.0910, 0.6256, -0.6062], [6.4199, -0.5341, -1.8959], [5.6061, -1.1328, 0.9172], [6.1899, -2.2654, -0.3055], [3.5525, -2.3495, 0.2369], [4.1527, -5.3922, 0.7068], [3.0264, -4.9173, 2.0510], [3.8435, -3.5070, 2.7112], [3.3406, -2.2354, 2.7215], [1.7898, -1.8824, 2.0120], [4.4410, -1.0885, 3.5115], [5.6999, -2.1849, 3.9788], [7.0500, -1.7120, 4.7999], [5.3629, -3.7995, 3.5307], [3.8995, -6.4186, 0.4379], [5.1861, -5.3572, 1.0502], [4.0186, -4.7440, -0.1586]]}